Entry 1:
16
Properties=species:S:1:pos:R:3 method="wB97M-V/def2-TZVPD" total_energy_ev=-21149.03532 e_lumo_ev=0.790 total_charge=0 smiles="CN1CNCS1(=O)=O" relative_energy_ev=1.810 e_homo_ev=-9.94
C -0.86781 0.93572 -0.06040
C 1.35236 1.07373 -0.15408
C -1.20745 -1.47558 -0.19412
N 0.25526 1.28662 -0.95182
N -0.72370 -0.34924 0.57332
O 1.53438 -1.56977 0.34310
O 1.21942 -0.13178 2.23225
S 0.99316 -0.41151 0.87649
H -0.56686 1.53465 0.85965
H -1.95052 1.11505 -0.43801
H 2.31333 0.98197 -0.67699
H 1.53676 1.84664 0.64957
H -0.90857 -2.45472 0.13342
H -2.31764 -1.55231 -0.09985
H -0.87617 -1.41611 -1.34760
H 0.21405 0.58662 -1.74494

***

Entry 2:
17
Properties=species:S:1:pos:R:3 method="wB97M-V/def2-TZVPD" total_energy_ev=-23197.25601 e_lumo_ev=0.133 total_charge=0 relative_energy_ev=1.845 e_homo_ev=-9.81
C 0.52002 -0.47171 -0.12237
C -0.57159 1.72664 0.12673
C -1.94420 -0.44087 0.11089
N 0.36031 -1.73885 -0.28130
N -0.59749 0.29929 0.01513
O 2.85208 -0.81916 0.83717
O 2.58010 0.09333 -1.53395
O 2.23158 1.53413 0.43510
S 2.32465 0.13841 -0.10208
H -1.19991 2.09969 1.04133
H -1.01117 2.13430 -0.72616
H 0.45887 1.94138 0.30570
H -1.84020 -1.28691 0.66887
H -2.18683 -0.80340 -0.88231
H -2.74902 0.20570 0.51124
H -0.44635 -2.36534 -0.13798
H 1.21915 -2.24662 -0.26601

***

Entry 3:
15
Properties=species:S:1:pos:R:3 method="wB97M-V/def2-TZVPD" total_energy_ev=-19104.17780 e_lumo_ev=0.720 total_charge=0 smiles="NC(=O)[C@@H](N)CS" relative_energy_ev=0.324 e_homo_ev=-9.39
N -0.23085 0.24731 1.33024
C -0.16380 -0.39615 -0.00474
C -0.95636 0.36066 -1.08111
S -2.75140 0.46737 -0.78495
C 1.29490 -0.53742 -0.41955
N 2.08352 -0.91610 0.63354
O 1.73611 -0.22305 -1.50144
H 0.25319 1.14244 1.25387
H -1.18021 0.57237 1.47285
H -0.65832 -1.36646 0.09393
H -0.83687 -0.18674 -2.02000
H -0.58835 1.37259 -1.24723
H -2.72641 1.43197 0.13563
H 1.64623 -0.93848 1.53534
H 3.07861 -1.03029 0.60361

***

Entry 4:
15
Properties=species:S:1:pos:R:3 method="wB97M-V/def2-TZVPD" total_energy_ev=-19097.58375 e_lumo_ev="-0.443 / 0.056" total_charge=0 relative_energy_ev=6.918 e_homo_ev="-7.29 / -8.93"
C 2.74194 0.17051 -0.73140
C -2.23023 -0.94506 0.44574
C -1.57114 1.57985 0.42649
N 0.91935 1.54517 -0.04117
N 1.28807 0.37644 -0.24945
O 0.58295 -0.63014 -0.37491
S -2.24771 0.50099 -0.64314
H 3.21140 1.13194 -0.86176
H 3.19427 -0.54716 -0.00893
H 2.68650 -0.39839 -1.58841
H -2.63591 -0.62328 1.34844
H -1.22108 -1.16259 0.51230
H -2.65889 -1.89509 0.00840
H -1.55194 2.64225 0.27185
H -1.74508 1.39714 1.44020